Entry 1:
29
Properties=species:S:1:pos:R:3:forces:R:3 method="wB97M-V/def2-TZVPD" largest_force_ev_per_a=0.509 homo_lumo_gap_ev=5.59 e_above_lowest_kj_mol=0.0 total_energy_ev=-40445.020 charge=+3
W -0.37465 -0.12353 -0.30083 -0.1 -0.2 -0.5
O 0.10258 0.23842 5.67852 0.0 0.0 0.0
C -0.07014 0.13376 4.40981 0.0 0.0 0.0
C -1.31654 -0.14336 3.77586 0.0 0.0 0.0
C -1.38015 -0.17164 2.41383 0.0 0.0 0.0
N -0.26773 0.06581 1.66584 0.0 0.0 0.2
C 0.95783 0.20947 2.26583 -0.1 0.0 0.0
C 1.10882 0.26598 3.60793 0.0 0.0 0.0
C 2.10169 0.23665 1.31137 0.1 0.1 0.2
O 3.22835 0.39926 1.34828 0.0 0.0 -0.1
O 1.38330 -0.12377 -0.10642 -0.1 0.1 -0.1
C -2.67967 -0.64814 1.73686 0.0 0.0 0.0
O -3.61057 -0.87956 2.42701 0.0 0.0 0.0
O -2.42753 -0.21253 -0.94131 0.1 0.1 0.1
H -0.68818 0.13844 6.24167 0.0 0.0 0.0
H -2.20623 -0.36690 4.35503 0.0 0.0 0.0
H 2.07851 0.39048 4.07915 0.0 0.0 0.0
O -1.11203 1.48565 -1.18327 0.1 0.0 0.1
N -2.09454 1.02153 -0.33756 0.1 0.0 0.0
C -3.28518 1.72310 0.07512 -0.1 0.0 0.0
C -4.48011 1.09928 0.07582 0.0 0.0 0.0
C -4.94688 -0.28375 -0.19850 0.0 0.0 0.0
C -4.23385 -1.41578 -0.11168 0.0 0.0 0.0
C -2.78978 -1.16599 0.17506 0.1 0.0 0.0
S -1.29520 -2.25139 -0.09446 0.0 0.0 0.0
H -3.10831 2.75729 0.33894 0.0 0.0 0.0
H -5.28472 1.76792 0.37331 0.0 0.0 0.0
H -6.00774 -0.36241 -0.40728 0.0 0.0 0.0
H -4.64515 -2.40738 -0.24474 0.0 0.0 0.0

=====

Entry 2:
31
Properties=species:S:1:pos:R:3:forces:R:3 method="wB97M-V/def2-TZVPD" largest_force_ev_per_a=0.806 homo_lumo_gap_ev="7.14 / 6.33" spin_multiplicity=2 s_squared=0.78 total_energy_ev=-58380.558
V 0.46056 -0.39092 -0.16198 0.1 -0.1 0.2
O -2.17138 0.63777 2.75144 0.3 0.0 -0.2
C -1.52709 0.20653 1.82361 -0.3 0.1 0.3
N -0.48356 0.78167 1.13418 0.0 -0.2 -0.4
C -0.15264 2.11705 1.12637 -0.1 0.4 0.1
O -0.48832 3.00173 1.87937 0.0 -0.3 -0.1
C 0.72991 2.44201 -0.07925 -0.3 -0.1 0.2
C 1.30931 3.68772 -0.19510 0.0 0.0 0.0
C 2.06814 3.96066 -1.31973 0.1 0.0 -0.1
C 2.22251 2.96948 -2.27993 0.1 0.1 0.0
C 1.62410 1.74155 -2.08042 -0.1 -0.1 0.1
N 0.87206 1.47720 -1.00487 0.4 0.1 0.1
C -1.88493 -1.15026 1.22028 0.1 0.3 0.0
C -2.79023 -1.97245 1.86316 -0.1 0.1 0.1
C -3.13780 -3.16861 1.26935 0.0 -0.1 -0.1
C -2.56373 -3.49864 0.04812 0.0 -0.1 0.0
C -1.65871 -2.63339 -0.52499 0.2 0.3 -0.1
N -1.31981 -1.46219 0.03850 -0.2 -0.4 0.3
H 1.13917 4.40371 0.59650 0.0 0.0 0.0
H 2.53826 4.92661 -1.44674 0.0 0.0 0.0
H 2.80999 3.12879 -3.17288 0.0 0.0 0.0
H 1.75123 0.92631 -2.78134 0.0 0.0 0.0
H -3.20437 -1.63809 2.80395 0.0 0.0 0.0
H -3.83914 -3.84037 1.74587 0.0 0.0 0.0
H -2.79996 -4.42301 -0.45966 0.0 0.0 0.0
H -1.15886 -2.86723 -1.45608 0.0 0.0 0.0
F 2.74887 -0.58602 0.07432 0.2 -0.1 0.0
B 2.43024 -1.94377 -0.24657 -0.7 0.4 -0.1
F 1.44208 -2.32301 0.70750 0.2 -0.1 -0.1
F 3.45142 -2.77583 -0.41630 0.1 -0.1 -0.1
F 1.58268 -1.73501 -1.45668 0.2 -0.1 0.1

=====

Entry 3:
30
Properties=species:S:1:pos:R:3:forces:R:3 method="wB97M-V/def2-TZVPD" largest_force_ev_per_a=2.744 homo_lumo_gap_ev=7.44 e_above_lowest_kj_mol=0.0 total_energy_ev=-181790.576 charge=+1
Mg -1.82792 -1.20561 0.63999 -0.3 0.7 1.7
O 2.02978 0.27478 4.54000 1.2 0.8 -0.6
C 2.61719 0.41323 3.35700 0.8 -1.7 0.3
O 3.78935 0.69488 3.18438 -1.8 0.0 0.1
C 1.75608 -0.05025 2.17258 -1.7 -0.3 -1.1
C 2.18224 -0.28946 0.83753 -0.9 1.0 0.5
Cl 3.65928 -0.83397 0.23547 0.2 0.4 0.5
N 1.09611 -0.19014 -0.00769 -0.3 -0.5 1.4
N -0.04590 -0.24520 0.74173 0.4 -0.1 1.0
C 0.29605 -0.19025 2.05303 2.5 0.4 -1.0
C -0.74560 -0.40552 3.13523 0.1 0.4 1.1
O -0.39200 -0.13172 4.29712 -1.5 -0.7 -1.6
O -1.89098 -0.85793 2.74111 0.9 -0.1 -1.3
C 0.96760 0.13254 -1.38331 1.4 -0.9 -2.1
C 2.11643 0.38836 -2.20716 -1.6 0.0 1.3
C 1.98096 0.56541 -3.56518 -1.6 -0.3 -0.4
C 0.71637 0.44652 -4.18223 -0.2 -0.3 0.6
C -0.39131 0.11902 -3.38242 -1.0 0.1 -1.2
C -0.26365 -0.03392 -2.02037 0.6 -0.1 1.1
H 1.04178 0.10373 4.50717 0.1 0.1 -0.2
H 3.06752 0.45659 -1.74199 0.6 0.2 0.1
H 2.83672 0.74781 -4.17456 0.5 0.2 -0.2
H 0.58619 0.55009 -5.26505 0.2 0.0 0.5
H -1.42957 -0.03971 -3.80635 1.5 0.3 0.3
H -1.11207 -0.30177 -1.39584 0.0 0.2 -0.6
Br -4.33309 -1.85622 -0.13207 0.1 0.5 0.2
C -4.71414 0.05554 0.19688 0.1 0.3 -0.2
Br -3.06711 1.09574 -0.06933 -0.8 -0.3 0.1
H -5.05766 0.21012 1.21790 0.2 -0.3 -0.1
H -5.46868 0.37729 -0.52359 0.3 -0.2 0.0

=====

Entry 4:
27
Properties=species:S:1:pos:R:3:forces:R:3 method="wB97M-V/def2-TZVPD" largest_force_ev_per_a=1.221 homo_lumo_gap_ev=9.32 smiles="O=[N+]([O-])c1ncccc1OCc1ccc(Cl)c(Cl)c1" total_energy_ev=-46738.185
O -2.46476 -1.81174 0.85886 0.2 -0.5 0.2
N -3.05310 -0.79805 0.55514 -0.2 0.0 -0.2
O -4.24390 -0.67636 0.45196 -0.4 0.0 0.0
C -2.24265 0.39454 0.29770 0.6 1.1 -0.2
N -2.49571 1.38311 1.13306 -0.3 -0.6 0.0
C -1.85156 2.52363 0.99590 0.2 0.1 -0.1
C -0.92631 2.73503 -0.01783 0.0 -0.1 0.0
C -0.67076 1.70379 -0.90044 -0.2 -0.3 0.2
C -1.32749 0.47733 -0.75709 -0.1 0.2 0.2
O -1.11747 -0.48685 -1.69568 -0.4 0.2 0.0
C -0.39359 -1.66161 -1.29616 0.3 -0.4 0.1
C 0.84323 -1.28563 -0.52531 -0.1 0.0 0.0
C 0.89890 -1.46297 0.85137 0.1 0.0 -0.1
C 2.00485 -1.03989 1.56573 0.1 0.1 0.0
C 3.06134 -0.42241 0.91352 -0.1 0.0 -0.1
C 3.00748 -0.23555 -0.46593 -0.1 0.0 0.1
C 1.90175 -0.66799 -1.17853 0.0 -0.1 0.2
H 1.86676 -0.51891 -2.24675 0.0 0.0 -0.1
Cl 4.30743 0.53626 -1.29221 0.0 0.0 -0.2
Cl 4.43003 0.11331 1.81032 0.0 0.0 0.2
H 2.05382 -1.18095 2.63359 0.0 0.0 0.1
H 0.07420 -1.93434 1.36399 -0.1 0.0 0.0
H -1.02665 -2.32544 -0.70089 0.1 0.1 -0.2
H -0.14491 -2.14600 -2.24266 0.0 0.0 0.1
H 0.02676 1.81814 -1.71566 0.1 0.0 -0.1
H -0.42097 3.68244 -0.11539 0.0 0.1 0.0
H -2.09670 3.28713 1.71940 0.0 0.1 0.0

=====

Entry 5:
44
Properties=species:S:1:pos:R:3:forces:R:3 method="wB97M-V/def2-TZVPD" largest_force_ev_per_a=0.663 homo_lumo_gap_ev="6.72 / 6.48" spin_multiplicity=2 s_squared=0.75 e_above_lowest_kj_mol=126.9 total_energy_ev=-203734.538 charge=+1
Mo -0.50651 -0.38310 0.85848 0.4 0.5 0.2
F -1.08507 1.33287 0.52878 0.0 -0.2 0.0
Sb -0.41090 0.13786 -3.08322 0.1 -0.1 -0.2
F -1.92153 -0.82484 -3.64047 0.0 0.0 0.1
F 0.71088 -1.33732 -3.19068 0.0 0.1 0.0
F 0.03818 0.86808 -4.71992 0.0 0.0 0.0
F -1.61792 1.57357 -2.68933 0.0 -0.1 0.0
F 0.80548 1.08908 -2.01686 -0.1 0.0 0.0
O -0.09961 -1.56573 2.23981 0.0 -0.1 0.1
C 0.75305 -0.66127 2.98320 -0.2 0.0 -0.1
N 0.28539 0.54413 2.36819 0.2 0.2 -0.1
C -0.03181 1.54984 3.36457 -0.1 -0.1 -0.1
O -0.41670 2.64631 3.11945 0.0 0.0 0.0
C 0.16501 0.83939 4.65605 0.0 0.0 0.0
C -0.02961 1.33488 5.93350 0.0 0.0 0.0
C 0.17224 0.46304 6.99382 0.0 0.0 0.0
C 0.55854 -0.86068 6.77803 0.0 0.0 0.0
C 0.76300 -1.35418 5.49526 0.0 0.0 0.0
C 0.55124 -0.48013 4.44779 0.0 -0.1 0.0
H -0.32796 2.36268 6.08874 0.0 0.0 0.0
H 0.02947 0.81320 8.00694 0.0 0.0 0.0
H 0.70761 -1.51348 7.62730 0.0 0.0 0.0
H 1.07370 -2.37681 5.33035 0.0 0.0 0.0
O 3.68338 -1.59579 0.60328 0.0 -0.1 -0.1
Se 2.69036 -0.47325 1.07028 0.0 0.0 0.0
O 2.98495 1.07575 1.11276 0.0 0.1 0.0
O 1.17209 -0.67197 0.11843 -0.2 -0.1 0.1
O 2.07752 -0.98607 2.65340 0.0 0.0 0.0
S -0.00621 4.39775 -0.05574 0.1 0.0 0.0
C -1.72266 4.26545 -0.08952 0.1 0.0 0.0
N -2.31976 3.40263 -0.93231 -0.3 0.1 0.1
C -3.66488 3.29450 -0.97917 0.2 -0.1 -0.1
C -4.42381 4.06925 -0.15215 0.0 0.1 0.1
C -3.73381 4.93285 0.70530 -0.1 0.0 0.0
N -2.41461 5.03394 0.73329 0.0 0.0 0.0
H -1.78577 2.77444 -1.54284 0.1 0.0 0.0
H -4.04847 2.56942 -1.68283 0.0 0.0 0.0
H -5.50056 4.01207 -0.15943 0.0 0.0 0.0
H -4.27122 5.57039 1.39763 0.0 0.0 0.0
O -3.70205 0.02083 -1.11833 -0.1 0.1 0.0
Se -2.72600 -1.20127 -0.90735 0.3 0.0 0.0
O -3.00088 -2.69265 -1.30795 0.0 -0.1 0.0
O -1.05156 -0.71916 -1.20377 -0.2 0.1 0.0
O -2.20703 -1.14561 0.80964 -0.1 -0.2 -0.2

=====

Entry 6:
31
Properties=species:S:1:pos:R:3:forces:R:3 method="wB97M-V/def2-TZVPD" largest_force_ev_per_a=2.191 homo_lumo_gap_ev=2.30 total_energy_ev=-45969.230 charge=+3
O -1.87546 2.35767 -1.63847 0.7 0.1 -0.5
C -1.33164 2.90193 -2.56685 -1.3 -1.1 0.7
F -0.75400 4.06020 -2.43711 0.0 0.4 -0.1
N -1.26285 2.36696 -3.87392 1.2 1.2 0.2
C -0.13427 1.51623 -4.04333 -0.2 -0.3 -0.3
O 0.63913 1.61653 -4.94015 -0.1 -0.2 0.3
C -0.05772 0.43651 -2.98430 -1.0 0.1 -0.3
C 1.01273 0.09999 -2.31105 0.1 -0.1 0.5
C 0.82711 -0.97588 -1.26645 0.4 0.7 -0.7
O 1.66607 -1.81314 -1.11192 0.2 -0.3 0.5
C -0.47718 -0.92885 -0.49551 -0.2 -0.1 0.5
C -0.53327 -1.25586 0.99829 1.0 0.8 -0.2
C 0.78108 -1.82426 1.56647 0.0 -1.7 0.7
S 1.87041 -0.43061 2.17352 -0.6 1.3 0.0
C 1.83590 -0.55578 3.82255 -0.1 -1.4 -0.2
N 2.23132 -1.68024 4.55420 -0.5 -0.8 -0.9
N 2.10497 -1.43685 5.77862 0.2 0.5 0.9
C 1.60904 -0.12561 5.87858 0.4 -1.2 0.7
O 1.46101 0.39209 4.72669 0.2 2.0 -0.9
C -1.54614 -0.58233 -1.18948 -0.1 0.1 -0.8
C -1.36994 -0.26305 -2.67868 -0.2 0.2 -0.2
O -2.19147 -0.50888 -3.50013 -0.1 0.0 0.3
H -1.12527 3.14778 -4.52062 -0.2 -0.1 -0.3
H 1.97537 0.55711 -2.49588 0.3 -0.4 0.0
H -1.36298 -1.91228 1.25108 0.2 -0.4 0.1
H -0.74475 -0.30892 1.51377 -0.1 0.1 0.0
H 1.35311 -2.43406 0.87498 0.2 0.3 -0.1
H 0.59547 -2.44769 2.43843 -0.1 0.0 0.1
H 1.37537 0.38361 6.80559 -0.1 0.2 0.0
H -2.60181 -0.47810 -0.83903 1.8 -0.7 -1.0
In -3.96933 0.12580 0.51012 -1.6 0.8 0.9